(1)
{"formula": "C3H8S2", "method": "ωB97M-V with the def2-TZVPD basis set", "symbols": ["H", "H", "S", "H", "H", "H", "C", "S", "H", "C", "H", "H", "C"], "xyz": [[1.869, -0.804, -0.135], [0.156, 1.676, -0.929], [-0.427, -0.990, -0.596], [0.917, 0.023, 1.087], [-2.813, -0.926, 0.188], [1.983, 2.294, 0.968], [2.207, 2.111, -0.086], [-1.755, -0.651, 0.973], [3.174, 1.612, -0.128], [1.142, 1.244, -0.763], [2.241, 3.085, -0.566], [1.518, 0.933, -1.739], [1.043, -0.106, 0.014]], "multiplicity": 2, "s_squared": 0.75, "total_charge": 1, "e_above_lowest_ev": 0.0146}

(2)
{"formula": "C3H12N2S", "method": "ωB97M-V with the def2-TZVPD basis set", "symbols": ["C", "S", "H", "N", "H", "H", "N", "H", "H", "H", "C", "H", "H", "H", "H", "H", "C", "H"], "xyz": [[0.882, 2.341, -0.065], [-0.127, 1.348, 2.267], [-1.029, 2.926, 0.701], [1.113, -1.464, -0.279], [-1.018, 1.300, 0.017], [1.371, 3.175, 0.443], [-1.230, -2.150, -0.467], [0.496, -3.199, -1.224], [0.083, -1.716, -2.038], [1.298, -1.883, 0.624], [0.122, -2.179, -1.049], [-1.887, -2.482, -1.167], [0.713, 2.634, -1.103], [-1.404, 1.248, 2.647], [1.573, 1.494, -0.061], [-1.294, -2.879, 0.242], [-0.448, 2.010, 0.608], [0.785, -0.523, -0.096]], "total_charge": 0, "e_above_lowest_ev": 0.0000}

(3)
{"formula": "C2H3BrSi", "method": "ωB97M-V with the def2-TZVPD basis set", "symbols": ["H", "Br", "Si", "H", "H", "C", "C"], "xyz": [[-1.252, 1.332, 1.256], [0.258, 1.854, -2.181], [0.355, -0.794, 0.410], [1.409, -1.412, 1.288], [0.102, -1.908, -0.544], [-0.081, 0.427, -1.066], [-0.792, 0.500, 0.837]], "total_charge": 0, "e_above_lowest_ev": 5.8321}

(4)
{"formula": "C19H16CuF3NO13", "method": "ωB97M-V with the def2-TZVPD basis set", "symbols": ["H", "C", "H", "O", "O", "H", "C", "C", "O", "F", "O", "C", "H", "H", "C", "C", "C", "H", "N", "F", "H", "C", "H", "H", "C", "C", "H", "O", "H", "H", "O", "O", "C", "H", "Cu", "O", "O", "C", "H", "C", "O", "O", "H", "C", "C", "O", "C", "F", "H", "C", "C", "O", "C"], "xyz": [[-0.160, -2.712, 1.942], [-0.145, -0.713, -2.213], [-2.806, 6.223, 1.268], [-2.969, 3.226, 2.546], [-2.176, 4.267, 0.757], [-1.554, 5.618, 2.240], [-2.197, 3.115, 1.439], [1.402, -2.756, -2.094], [-0.375, -2.555, -5.301], [-4.605, 4.773, 2.532], [-2.023, -2.873, -1.763], [-0.999, -4.700, -0.875], [4.920, 1.665, -1.723], [1.768, 0.657, 3.365], [2.437, 2.107, 0.143], [-3.257, 4.599, 2.768], [-1.812, -4.215, -2.063], [-1.248, -5.718, -0.595], [1.113, -1.155, 2.573], [-3.041, -4.851, -2.079], [3.110, 3.393, -1.916], [-1.013, -1.122, 3.273], [1.949, -1.448, 2.102], [-0.900, 0.883, 4.208], [-0.397, 0.120, 3.638], [3.743, 3.465, -1.029], [2.097, -3.369, -1.537], [2.874, 3.390, 0.135], [-1.389, -4.341, -3.056], [-2.038, -1.406, 3.441], [-1.430, -3.774, 0.156], [3.372, 1.323, -0.466], [-0.432, -1.057, -3.574], [0.064, -4.480, -0.972], [-0.365, 0.178, 0.814], [-1.670, 2.122, 1.092], [1.249, -1.311, -0.267], [1.070, -3.058, -3.424], [-2.962, 4.874, 3.777], [4.451, 2.138, -0.864], [1.447, 1.682, 0.605], [-2.147, -1.637, 0.080], [-1.094, -0.455, -4.179], [0.913, -0.001, 3.278], [0.080, -2.202, -4.177], [1.727, -3.981, -3.978], [-1.920, -2.673, -0.445], [5.378, 2.265, 0.149], [4.290, 4.391, -0.911], [-0.069, -1.843, 2.574], [-2.450, 5.287, 1.683], [-0.704, 0.246, -1.647], [0.892, -1.600, -1.427]], "total_charge": -1, "e_above_lowest_ev": 0.0000}

(5)
{"formula": "C15H25NO2", "method": "ωB97M-V with the def2-TZVPD basis set", "symbols": ["H", "H", "C", "C", "H", "H", "H", "H", "H", "O", "H", "H", "H", "H", "C", "O", "H", "H", "H", "H", "C", "H", "C", "C", "C", "H", "H", "C", "H", "C", "H", "N", "C", "H", "C", "H", "C", "H", "C", "C", "H", "C", "H"], "xyz": [[-1.372, 0.939, -3.419], [1.233, 2.169, 0.187], [-0.767, -2.071, -0.576], [-1.347, -1.886, 0.847], [-1.805, 3.440, 0.000], [2.022, 2.240, -1.398], [3.892, -1.859, 2.784], [-0.539, 2.376, -1.611], [-2.237, -2.497, 0.945], [-0.494, -2.307, 1.894], [-1.714, 3.202, -2.590], [1.941, -0.379, 0.040], [-2.506, -0.946, -2.267], [1.452, 1.671, 2.994], [1.826, -2.125, 2.318], [0.067, 0.218, -0.554], [-2.620, -0.039, -0.791], [-3.300, 3.303, -0.880], [-1.661, -0.852, 0.976], [-0.525, 0.317, 2.360], [-2.013, -0.168, -1.681], [-0.122, -0.957, -2.264], [-2.393, 2.763, -0.614], [0.449, -0.137, 2.442], [2.809, 0.003, 2.915], [-3.015, 1.227, -2.924], [1.887, -3.184, 2.133], [-0.641, -0.732, -1.327], [0.636, -3.176, -1.512], [1.481, 0.262, -0.715], [1.256, -2.290, -0.321], [0.461, -2.872, -0.560], [-1.592, 2.398, -1.866], [3.689, 0.563, 3.190], [2.937, -1.367, 2.683], [-1.488, -2.651, -1.152], [1.957, 1.690, -0.464], [2.912, 1.691, 0.049], [1.564, 0.618, 2.799], [0.582, -1.499, 2.186], [1.769, -0.088, -1.705], [-2.001, 1.089, -2.542], [-2.667, 1.905, -0.011]], "total_charge": 0, "e_above_lowest_ev": 1.8247}

(6)
{"formula": "C12H14N2O4S3", "method": "ωB97M-V with the def2-TZVPD basis set", "symbols": ["C", "S", "C", "O", "O", "C", "H", "C", "H", "H", "H", "H", "O", "C", "H", "S", "C", "C", "C", "S", "H", "C", "C", "C", "H", "N", "H", "H", "H", "H", "N", "H", "C", "O", "H"], "xyz": [[0.346, -2.255, -0.791], [-1.720, -2.174, -2.739], [2.546, 2.550, 0.724], [-3.157, -0.733, 0.601], [-2.257, 0.138, -1.264], [-0.988, 2.160, -1.351], [-2.635, -2.985, -0.634], [-2.130, 1.433, -0.668], [-1.151, 2.193, -2.425], [1.947, 2.817, 2.794], [-3.080, 1.963, -0.802], [-1.939, 1.302, 0.401], [0.252, 0.161, 0.929], [1.580, -1.453, 2.101], [-3.835, -2.256, -1.718], [0.979, -0.841, -2.807], [1.670, 2.219, 1.924], [1.653, -1.703, -0.629], [-2.832, -2.146, -1.301], [2.711, -1.975, 0.750], [2.290, 1.910, -0.118], [-0.185, -1.832, -1.997], [-2.764, -0.836, -0.528], [1.131, -0.064, 1.724], [2.397, 3.587, 0.437], [-0.691, -3.904, 0.850], [0.746, -2.150, 2.174], [-0.919, 3.174, -0.969], [-0.055, 1.641, -1.150], [2.182, -1.449, 3.005], [2.082, -0.967, -1.615], [0.613, 2.370, 1.686], [-0.245, -3.148, 0.110], [1.864, 0.859, 2.327], [3.593, 2.393, 0.970]], "total_charge": 0, "e_above_lowest_ev": 0.0717}